{"formula": "C5H10O2", "method": "ωB97M-V/def2-TZVPD", "species": ["C", "C", "O", "C", "C", "C", "O", "H", "H", "H", "H", "H", "H", "H", "H", "H", "H"], "coordinates": [[2.079276, -0.039132, -0.485226], [0.789804, 0.175242, 0.284571], [0.089520, 1.209828, -0.432272], [-1.314612, 1.100942, -0.219985], [-1.482598, -0.063694, 0.748265], [-0.260521, -0.938451, 0.427933], [-0.412885, -1.725591, -0.734663], [2.502452, 0.957283, -0.646541], [1.896898, -0.490106, -1.464676], [2.818555, -0.639774, 0.052753], [1.038479, 0.509990, 1.306302], [-1.817871, 0.924918, -1.182957], [-1.710445, 2.034523, 0.194911], [-1.373450, 0.318746, 1.770024], [-2.443725, -0.574338, 0.664181], [-0.051228, -1.640671, 1.240558], [-0.369343, -1.136329, -1.499419]], "forces_ev_per_angstrom": [[0.0, 0.0, 0.0], [0.1, 0.0, 0.0], [0.1, 0.1, 0.0], [-0.3, 0.0, 0.0], [0.0, -0.1, 0.1], [0.1, 0.1, 0.3], [0.0, 0.2, -0.2], [0.1, -0.2, 0.0], [0.0, 0.0, 0.1], [-0.2, 0.0, 0.0], [-0.1, 0.1, -0.2], [0.1, 0.0, 0.2], [0.1, -0.1, -0.1], [-0.1, -0.2, -0.1], [0.2, -0.1, 0.0], [0.1, 0.2, -0.1], [0.0, -0.1, 0.0]], "nbo_charge": [-0.621, 0.072, -0.546, -0.072, -0.456, 0.075, -0.708, 0.226, 0.209, 0.214, 0.167, 0.168, 0.182, 0.208, 0.228, 0.190, 0.465], "gap_ev": 10.593, "energy_ha": -346.97614, "smiles": "C[C@H]1OCC[C@H]1O", "total_charge": 0}



{"formula": "C23H32N4O", "method": "ωB97M-V/def2-TZVPD", "species": ["C", "C", "C", "C", "C", "C", "C", "N", "C", "C", "C", "N", "C", "C", "N", "C", "C", "C", "C", "C", "C", "C", "C", "O", "C", "C", "N", "C", "H", "H", "H", "H", "H", "H", "H", "H", "H", "H", "H", "H", "H", "H", "H", "H", "H", "H", "H", "H", "H", "H", "H", "H", "H", "H", "H", "H", "H", "H", "H", "H"], "coordinates": [[6.150783, 4.246234, 0.188159], [4.743508, 4.374106, 0.688222], [4.154750, 5.630124, 0.805469], [2.858260, 5.764226, 1.271629], [2.127326, 4.647438, 1.628597], [2.701822, 3.383007, 1.518669], [1.941716, 2.192194, 1.896293], [2.547017, 1.007798, 1.801439], [1.854137, -0.061911, 2.134154], [0.533531, -0.003664, 2.575244], [-0.287748, -1.232834, 2.846711], [-0.967584, -1.755033, 1.669411], [-1.946500, -0.847073, 1.107530], [-2.749797, -1.563038, 0.010335], [-1.953815, -2.241275, -0.990543], [-1.699252, -1.577531, -2.253548], [-1.186156, -0.111444, -2.223236], [-2.334062, 0.744946, -2.752229], [-2.996157, -0.162707, -3.784343], [-2.987369, -1.533973, -3.112076], [-0.884809, -3.026617, -0.404371], [-1.437127, -4.307930, 0.250633], [-2.510259, -4.997637, -0.600758], [-2.129522, -5.176134, -1.942541], [-0.074771, -2.231666, 0.633046], [0.005256, 1.283866, 2.649851], [0.688661, 2.360424, 2.319845], [4.007963, 3.257641, 1.048303], [6.844916, 4.694572, 0.898575], [6.421318, 3.202498, 0.053009], [6.267071, 4.765261, -0.762055], [4.720635, 6.508368, 0.527918], [2.417260, 6.746846, 1.356171], [1.116356, 4.732554, 1.993856], [2.379215, -1.007216, 2.053268], [0.352769, -2.031302, 3.232866], [-1.056095, -1.007932, 3.592865], [-2.635768, -0.545025, 1.901117], [-1.475222, 0.066916, 0.705233], [-3.402160, -0.839243, -0.477402], [-3.379741, -2.313604, 0.501531], [-0.950934, -2.189694, -2.767736], [-0.326857, -0.019813, -2.889473], [-0.864353, 0.193235, -1.230744], [-3.039088, 0.977952, -1.952152], [-1.985209, 1.683718, -3.180843], [-2.391422, -0.186655, -4.692415], [-4.001012, 0.162972, -4.049563], [-3.856365, -1.641323, -2.463239], [-3.014627, -2.345904, -3.837537], [-0.201776, -3.322341, -1.208334], [-1.859964, -4.063816, 1.224377], [-0.601083, -4.992234, 0.400685], [-3.445212, -4.424619, -0.552492], [-2.699469, -5.999739, -0.207701], [-2.054524, -4.297074, -2.330543], [0.670005, -2.889270, 1.086917], [0.454959, -1.405504, 0.124760], [-1.007289, 1.456915, 2.997891], [4.433864, 2.268962, 0.971295]], "forces_ev_per_angstrom": [[0.0, 0.0, 0.0], [0.0, 0.1, 0.0], [0.0, -0.1, 0.0], [0.1, 0.1, 0.0], [0.0, -0.2, 0.0], [0.3, 0.6, -0.2], [-0.4, -0.6, 0.2], [0.4, 0.2, -0.1], [-0.4, -0.1, 0.2], [0.1, 0.2, 0.0], [0.0, 0.0, -0.1], [-0.1, 0.0, 0.1], [-0.1, 0.0, -0.2], [-0.1, 0.1, 0.2], [0.1, -0.2, 0.0], [0.0, 0.1, -0.1], [0.0, 0.0, 0.0], [0.1, 0.0, -0.1], [-0.1, 0.0, 0.1], [0.1, 0.2, -0.2], [0.2, -0.3, 0.3], [-0.2, -0.1, -0.5], [0.0, 0.2, 0.5], [0.3, -0.1, -0.4], [0.0, -0.1, -0.3], [0.1, -0.5, 0.0], [0.1, 0.4, 0.0], [-0.1, 0.1, 0.0], [0.1, 0.0, 0.0], [0.1, -0.1, 0.0], [0.1, 0.0, -0.1], [0.1, 0.1, 0.0], [0.0, 0.1, 0.0], [-0.1, 0.0, 0.0], [0.0, -0.1, 0.0], [-0.1, 0.1, 0.1], [0.1, 0.0, 0.0], [0.0, 0.0, 0.0], [-0.1, -0.1, 0.0], [-0.1, 0.0, 0.0], [-0.1, 0.1, 0.0], [-0.1, 0.0, 0.1], [0.0, 0.0, 0.0], [0.1, 0.0, 0.0], [-0.1, 0.0, 0.0], [-0.1, 0.1, 0.1], [0.0, 0.0, -0.1], [0.0, 0.0, -0.1], [0.0, 0.0, 0.0], [-0.1, -0.1, 0.0], [-0.1, 0.1, 0.0], [0.0, -0.1, 0.1], [0.1, 0.0, 0.1], [0.0, -0.1, 0.1], [-0.1, 0.1, 0.0], [-0.1, 0.0, 0.0], [0.1, 0.0, 0.0], [0.0, -0.1, 0.1], [-0.1, -0.1, 0.0], [0.1, -0.1, 0.0]], "nbo_charge": [-0.626, -0.022, -0.200, -0.209, -0.197, -0.024, 0.377, -0.455, 0.086, -0.141, -0.219, -0.447, -0.244, -0.216, -0.487, -0.032, -0.431, -0.403, -0.407, -0.407, -0.041, -0.445, -0.051, -0.721, -0.234, 0.084, -0.454, -0.195, 0.219, 0.216, 0.218, 0.207, 0.212, 0.233, 0.193, 0.207, 0.206, 0.202, 0.166, 0.207, 0.194, 0.199, 0.208, 0.210, 0.191, 0.213, 0.196, 0.212, 0.205, 0.212, 0.209, 0.220, 0.206, 0.157, 0.179, 0.466, 0.202, 0.173, 0.193, 0.230], "gap_ev": 8.457, "energy_ha": -1189.88396, "smiles": "Cc1cccc(-c2ncc(CN3CCN(C4CCCC4)[C@H](CCO)C3)cn2)c1", "total_charge": 0}